1.
This record from OMol25 describes C30H45NO3P2SZr as an isolated structure in a non-equilibrium geometry. The level of theory is ωB97M-V/def2-TZVPD.

Summary:
HOMO energy in eV: -12.64
Strongest force on any atom in Eh/bohr: 0.1171
E_LUMO in eV: -8.56
Net charge: +2
Energy relative to the best compared isomer or geometry (same formula, charge and spin) in kJ/mol: 21.2
Electronic energy in Ha: -2577.9615
Gap between HOMO and LUMO in eV: 4.1
Molar mass in g/mol: 652.933

The geometry in XYZ format:
```
83
Properties=species:S:1:pos:R:3:lowdin_charge:R:1
Zr 0.264 0.299 0.200 1.8333
C -1.708 -0.831 1.422 -0.2826
C -1.279 -1.841 0.500 -0.2628
C 0.459 -1.447 1.988 -0.2773
C -0.645 -0.606 2.359 -0.2718
C 0.075 -2.183 0.822 -0.2854
C -3.117 -0.390 1.623 -0.0199
H -3.716 -0.508 0.711 0.0853
H -3.171 0.661 1.939 0.0929
H -3.598 -0.992 2.413 0.1212
C -0.763 0.211 3.598 0.0002
H -1.815 0.413 3.828 0.0961
H -0.246 1.176 3.490 0.0856
H -0.315 -0.303 4.461 0.1083
C 1.718 -1.669 2.751 -0.0015
H 1.523 -1.795 3.826 0.1113
H 2.410 -0.821 2.641 0.0802
H 2.229 -2.570 2.390 0.0943
C 0.841 -3.330 0.261 -0.0163
H 0.780 -4.196 0.939 0.1222
H 1.906 -3.087 0.139 0.0999
H 0.443 -3.646 -0.711 0.0857
C -2.178 -2.681 -0.337 -0.0043
H -2.450 -3.604 0.206 0.1239
H -1.697 -2.990 -1.276 0.0878
H -3.115 -2.165 -0.581 0.0832
C -0.368 2.285 -1.036 -0.1188
C -1.445 1.411 -0.874 -0.2077
C -1.948 0.506 -1.986 -0.1355
C -0.858 -0.315 -2.736 -0.1408
C 0.376 -0.686 -1.940 -0.1726
C 1.497 0.136 -1.768 -0.1706
C 1.653 1.474 -2.457 -0.1296
C 0.450 2.450 -2.298 -0.1276
H -2.498 1.106 -2.735 0.1508
H -0.592 0.213 -3.667 0.0669
H -2.708 -0.185 -1.582 0.1029
H -0.175 2.413 -3.204 0.1129
H -0.275 3.129 -0.338 0.1459
H -2.171 1.625 -0.074 0.1329
H 0.870 3.471 -2.278 0.1426
H 2.545 1.975 -2.050 0.1272
H 2.440 -0.316 -1.424 0.1515
H 1.854 1.333 -3.532 0.1356
H -1.330 -1.255 -3.073 0.1339
H 0.520 -1.765 -1.824 0.1107
P -0.223 1.379 -6.406 0.7588
C -0.336 3.222 -6.490 -0.3264
C -1.557 0.994 -7.626 -0.3056
P 2.049 -0.415 -7.169 0.7457
C 1.230 1.213 -7.548 -0.6127
C 1.477 -1.358 -8.652 -0.3201
C 3.712 0.035 -7.833 -0.3300
H 0.533 3.650 -5.975 0.0282
H -1.251 3.541 -5.975 0.0309
H -0.354 3.564 -7.534 0.0505
H -1.468 1.626 -8.520 0.0506
H -2.517 1.191 -7.132 0.0339
H -1.517 -0.066 -7.907 0.0293
H 3.643 0.388 -8.870 0.0483
H 4.351 -0.855 -7.781 0.0364
H 4.139 0.820 -7.198 0.0296
H 1.951 2.019 -7.334 0.0455
H 0.911 1.260 -8.604 0.0592
H 2.038 -2.302 -8.671 0.0390
H 1.671 -0.798 -9.576 0.0466
H 0.409 -1.586 -8.561 0.0230
O 3.183 5.675 1.792 -0.2518
S 3.785 4.368 1.708 0.6788
O 5.159 4.247 1.295 -0.2486
N 2.807 3.310 0.860 0.0246
C 2.332 2.353 1.611 -0.4026
O 1.525 1.431 1.133 -0.1999
C 2.748 2.390 3.018 -0.1433
C 2.427 1.546 4.092 -0.0154
C 2.919 1.851 5.360 -0.0326
C 3.718 2.991 5.558 -0.0155
C 4.049 3.827 4.479 0.0097
C 3.547 3.502 3.225 -0.2128
H 1.801 0.673 3.903 0.0662
H 2.673 1.194 6.196 0.1207
H 4.081 3.217 6.560 0.1248
H 4.672 4.705 4.610 0.1370
```

2.
This record from OMol25 describes C30H46BrN3P2SeSn as an isolated structure in a non-equilibrium geometry. The level of theory is ωB97M-V/def2-TZVPD.

Summary:
HOMO energy (spin up / spin down) in eV: -17.69 / -17.69
Strongest force on any atom in Eh/bohr: 0.0880
E_LUMO (spin up / spin down) in eV: -12.85 / -13.02
Net charge: +4
Energy relative to the best compared isomer or geometry (same formula, charge and spin) in kJ/mol: 0.0
Electronic energy in Ha: -7205.8991
Gap between HOMO and LUMO (spin up / spin down) in eV: 4.8 / 4.7
Molar mass in g/mol: 788.242

The geometry in XYZ format:
```
84
Properties=species:S:1:pos:R:3:lowdin_charge:R:1
C -0.757 7.311 -4.367 0.0547
C -0.939 5.952 -4.655 -0.1652
C -1.238 5.641 -5.988 0.0462
C -1.283 6.647 -6.955 -0.0014
N -1.078 7.930 -6.659 0.3152
C -0.820 8.259 -5.393 0.0021
C -0.848 4.914 -3.652 0.1073
C -0.816 4.022 -2.822 0.0661
C -0.787 2.996 -1.866 -0.2041
C 0.343 2.903 -1.034 0.0226
C 0.312 1.953 -0.026 -0.1439
C -0.776 1.094 0.085 -0.3576
C -1.892 1.184 -0.731 -0.1189
C -1.888 2.127 -1.748 0.0186
Sn -0.293 -0.664 1.195 0.7702
P 2.130 -1.292 1.002 0.8666
H -1.435 4.625 -6.288 0.1398
H -0.568 7.655 -3.364 0.1428
H -1.488 6.411 -8.001 0.1646
H -0.655 9.322 -5.197 0.1664
H -2.721 2.209 -2.447 0.1411
H 1.211 3.563 -1.162 0.1476
H -2.732 0.519 -0.581 0.0945
H 1.159 1.887 0.651 0.0731
C 2.456 -2.867 1.871 -0.3597
C 3.307 -3.866 1.102 -0.1025
H 1.480 -3.307 2.129 0.0874
H 2.933 -2.568 2.818 0.0982
H 3.382 -4.763 1.723 0.1051
H 2.838 -4.155 0.155 0.0682
H 4.322 -3.501 0.901 0.0871
C 2.067 -1.513 -0.822 -0.4011
C 2.955 -0.618 -1.678 -0.0982
H 1.020 -1.327 -1.140 0.0255
H 2.257 -2.584 -0.989 0.0796
H 2.698 -0.818 -2.725 0.0967
H 2.768 0.450 -1.496 0.0754
H 4.024 -0.820 -1.545 0.0877
C 3.469 -0.152 1.467 -0.3729
C 4.880 -0.729 1.433 -0.0910
H 3.223 0.213 2.480 0.0448
H 3.374 0.710 0.789 0.0883
H 5.560 0.100 1.653 0.1064
H 5.037 -1.502 2.196 0.0876
H 5.153 -1.140 0.453 0.0803
Br -2.126 -1.660 2.770 0.2998
P -2.420 -3.219 -1.705 1.2285
C -0.608 -3.445 -1.720 -0.3807
C -0.280 -4.893 -2.113 -0.1197
H -0.219 -3.195 -0.718 0.0552
H -0.188 -2.740 -2.456 0.0914
H 0.773 -4.994 -2.405 0.0899
H -0.469 -5.574 -1.274 0.0913
H -0.898 -5.234 -2.956 0.0862
C -2.945 -2.951 0.013 -0.4910
C -4.321 -3.590 0.212 -0.1186
H -2.953 -1.871 0.229 0.0060
H -2.196 -3.425 0.662 0.0380
H -4.525 -3.756 1.275 0.0914
H -5.113 -2.955 -0.205 0.0944
H -4.355 -4.555 -0.310 0.0824
C -2.671 -1.597 -2.501 -0.3760
C -2.965 -1.809 -3.991 -0.1232
H -1.763 -0.997 -2.349 0.0787
H -3.518 -1.103 -2.001 0.0943
H -3.375 -0.894 -4.434 0.0903
H -2.050 -2.075 -4.535 0.0859
H -3.690 -2.620 -4.143 0.0853
C -2.147 1.254 5.193 -0.0205
N -0.986 0.615 5.779 -0.1085
C -0.834 0.254 7.102 0.0238
C 0.454 -0.139 7.272 0.0266
N 1.091 0.010 6.051 -0.1068
C 2.516 -0.147 5.796 -0.0095
C 0.182 0.405 5.103 -0.5987
Se 0.565 0.906 3.346 0.7406
H -2.801 0.521 4.713 0.0633
H -1.813 1.974 4.437 0.0754
H -2.685 1.780 5.982 0.1164
H -1.638 0.342 7.799 0.1458
H 0.992 -0.487 8.128 0.1457
H 3.071 0.018 6.725 0.1169
H 2.731 -1.152 5.412 0.1003
H 2.835 0.591 5.046 0.0677
```

3.
This record from OMol25 describes C30H46ErO3P2 as an isolated structure in a non-equilibrium geometry. The level of theory is ωB97M-V/def2-TZVPD.

Summary:
HOMO energy (spin up / spin down) in eV: -10.60 / -10.62
Strongest force on any atom in Eh/bohr: 0.0339
E_LUMO (spin up / spin down) in eV: -2.67 / -2.60
Net charge: +1
Electronic energy in Ha: -3094.1189
Gap between HOMO and LUMO (spin up / spin down) in eV: 7.9 / 8.0
Molar mass in g/mol: 683.903
Spin multiplicity: 4

The geometry in XYZ format:
```
82
Properties=species:S:1:pos:R:3:mulliken_spin:R:1
Er -0.173 0.581 1.532 3.0477
C 1.395 2.083 2.868 -0.0031
C 0.693 2.942 1.959 -0.0108
C -0.833 2.127 3.502 -0.0117
C 0.451 1.587 3.823 -0.0077
C -0.689 2.947 2.337 0.0097
C 2.870 1.892 2.944 -0.0017
H 3.342 2.033 1.962 -0.0001
H 3.111 0.883 3.307 0.0000
H 3.328 2.612 3.642 0.0000
C 0.763 0.812 5.049 -0.0002
H 1.842 0.638 5.133 0.0001
H 0.254 -0.160 5.044 -0.0003
H 0.437 1.357 5.946 -0.0002
C -2.035 2.046 4.369 -0.0011
H -1.977 2.770 5.200 -0.0003
H -2.131 1.048 4.816 -0.0002
H -2.946 2.269 3.803 0.0001
C -1.769 3.771 1.729 -0.0045
H -1.919 4.708 2.290 0.0004
H -2.723 3.224 1.736 -0.0002
H -1.524 4.035 0.691 0.0001
C 1.315 3.808 0.914 0.0023
H 1.544 4.818 1.302 -0.0001
H 0.642 3.934 0.053 -0.0005
H 2.260 3.374 0.557 -0.0005
C 2.386 -2.132 -3.899 0.0000
C 3.285 -1.130 -3.946 -0.0001
C 3.430 -0.121 -5.048 0.0000
C 2.127 0.199 -5.813 0.0000
C 0.921 0.439 -4.955 -0.0001
C -0.007 -0.469 -4.623 -0.0002
C 0.048 -1.933 -4.945 0.0000
C 1.472 -2.538 -5.014 0.0000
H 4.184 -0.492 -5.768 0.0000
H 1.939 -0.594 -6.551 0.0000
H 3.850 0.818 -4.647 0.0000
H 1.917 -2.316 -5.995 0.0000
H 2.428 -2.848 -3.075 0.0000
H 4.110 -1.140 -3.219 0.0001
H 1.362 -3.639 -4.963 0.0000
H -0.543 -2.503 -4.206 0.0000
H -0.982 -0.139 -4.227 0.0001
H -0.452 -2.100 -5.919 0.0000
H 2.309 1.122 -6.396 0.0000
H 0.771 1.499 -4.708 0.0001
P 1.634 -0.414 -0.337 -0.0008
C 2.258 -2.121 -0.191 -0.0002
C 2.884 0.562 -1.227 0.0002
P -1.107 0.828 -1.080 -0.0020
C 0.175 -0.497 -1.503 -0.0023
C -0.838 2.107 -2.342 -0.0003
C -2.698 0.042 -1.504 0.0000
H 1.603 -2.664 0.506 0.0003
H 3.268 -2.106 0.242 -0.0001
H 2.283 -2.659 -1.149 -0.0002
H 3.054 0.183 -2.242 -0.0005
H 3.841 0.520 -0.684 0.0000
H 2.580 1.614 -1.315 0.0001
H -2.678 -0.385 -2.519 -0.0001
H -3.499 0.792 -1.441 0.0000
H -2.927 -0.755 -0.782 0.0000
H -0.308 -1.486 -1.466 0.0003
H 0.530 -0.342 -2.533 0.0005
H -1.675 2.823 -2.309 -0.0001
H -0.764 1.682 -3.355 -0.0001
H 0.093 2.656 -2.126 0.0001
O -4.650 -1.372 2.277 0.0000
C -4.023 -2.350 2.963 0.0002
C -4.814 -3.378 3.498 -0.0001
C -4.225 -4.399 4.229 0.0001
C -2.839 -4.421 4.419 -0.0001
C -2.035 -3.408 3.894 0.0002
C -2.608 -2.360 3.164 -0.0010
C -1.776 -1.317 2.601 -0.0027
O -0.485 -1.342 2.693 -0.0054
O -2.293 -0.304 1.962 -0.0026
H -3.955 -0.695 2.063 -0.0003
H -5.890 -3.341 3.343 0.0000
H -4.854 -5.179 4.648 0.0000
H -2.386 -5.230 4.983 0.0000
H -0.959 -3.408 4.031 -0.0002
```

Among the records above, which one has the lowest net charge? C30H46ErO3P2

What is the formula in the third record? C30H46ErO3P2

Which of these has the highest electronic energy? C30H45NO3P2SZr

Among the records above, which one has the lowest electronic energy? C30H46BrN3P2SeSn